1.
The following is a DFT calculation (the ωB97M-V functional and the def2-TZVPD basis) of C15H41FN2OS2Si2 as an isolated structure in a non-equilibrium geometry.

Geometry as XYZ:
```
64
Properties=species:S:1:pos:R:3:forces:R:3
C 1.57429 1.33319 0.57835 0.22 0.08 -0.23
C 1.30475 2.24869 -0.64062 0.16 -0.49 0.70
S -0.38512 2.06882 -1.27139 0.12 0.06 -0.75
C -1.39717 3.40993 -0.56962 -0.05 -0.26 0.27
Si -2.59777 2.87807 0.77387 0.56 0.41 0.67
F -2.38089 3.89638 1.99307 0.07 -0.04 0.10
O -2.30619 1.36281 1.38753 -1.13 -0.15 -1.34
Si -2.98881 0.04154 0.56904 1.06 0.07 0.19
S -4.96293 0.36634 -0.17369 -0.52 -0.21 0.21
H 2.16843 1.83868 1.33848 -0.11 0.01 0.12
H 2.14548 0.45896 0.26488 0.01 -0.04 -0.02
H 0.65181 0.95276 1.00848 -0.06 0.20 0.19
H 1.97772 1.92822 -1.43417 -0.24 0.10 -0.31
H 1.57094 3.28326 -0.43594 -0.33 0.15 0.01
H -1.98540 3.82382 -1.39029 0.08 0.03 -0.09
H -0.78189 4.22664 -0.18979 0.12 -0.05 0.00
H -3.98770 3.09601 0.36045 -0.01 -0.15 -0.05
H -2.09119 -0.35645 -0.52709 -0.11 0.10 -0.08
H -3.03642 -1.08108 1.51644 -0.30 0.15 0.16
H -4.82749 0.85536 -1.42083 0.51 -0.07 0.22
C -1.44409 -1.92117 -7.53826 -0.07 0.00 0.01
C -0.65931 -2.18790 -6.26198 -0.12 -0.04 -0.09
N -0.08040 -0.98927 -5.68627 0.25 0.10 0.07
C 0.91389 -1.25800 -4.66196 0.22 -0.12 0.06
C 0.45544 -1.95633 -3.37624 0.06 0.06 0.11
C -1.01119 0.08516 -5.39195 -0.26 0.17 -0.16
C -2.18277 -0.22179 -4.45307 -0.06 0.13 0.15
H -0.83804 -1.37449 -8.26196 0.01 0.04 0.04
H -1.74168 -2.86689 -7.99347 -0.01 0.00 0.02
H -2.35455 -1.35124 -7.34702 0.01 0.01 -0.02
H 0.15556 -2.87273 -6.51288 0.09 0.06 0.14
H -1.30646 -2.72359 -5.55002 -0.02 -0.05 -0.04
H 1.40693 -0.31872 -4.39501 -0.13 0.07 -0.05
H 1.70012 -1.86972 -5.11689 -0.09 -0.04 -0.08
H -0.11979 -1.28990 -2.73345 -0.06 -0.03 -0.02
H 1.32837 -2.27638 -2.80245 0.01 0.00 -0.03
H -0.14099 -2.84626 -3.58085 -0.02 0.02 -0.02
H -1.42402 0.44869 -6.33734 0.02 -0.10 -0.04
H -0.45201 0.93651 -4.99555 0.12 -0.12 0.07
H -2.69498 -1.15031 -4.71046 0.05 -0.01 -0.03
H -2.92157 0.58127 -4.51736 0.02 0.00 -0.03
H -1.86529 -0.27749 -3.41193 -0.02 -0.09 0.00
C -0.53604 0.55281 4.69694 -0.01 0.02 0.07
C 0.49787 -0.55520 4.56202 -0.16 0.06 0.06
N 1.85880 -0.05912 4.47600 0.19 -0.01 -0.18
C 2.81366 -1.06179 4.03868 0.07 -0.15 -0.17
C 3.04400 -2.28017 4.93988 0.12 -0.04 -0.01
C 2.29060 0.79345 5.56972 -0.12 0.24 0.17
C 2.21630 0.22964 6.99375 0.12 0.06 0.08
H -0.42336 1.29130 3.90197 0.03 0.00 0.01
H -1.54050 0.13328 4.62418 0.01 -0.01 0.00
H -0.46594 1.06194 5.65951 0.00 0.02 -0.02
H 0.27549 -1.10347 3.64162 0.18 -0.05 -0.01
H 0.36522 -1.27120 5.38812 -0.06 -0.02 -0.01
H 3.77532 -0.57498 3.85190 -0.04 0.10 0.09
H 2.48635 -1.42463 3.05830 -0.12 0.03 0.03
H 3.62074 -2.02655 5.82835 -0.07 0.00 0.04
H 3.61480 -3.03563 4.39524 -0.01 0.02 -0.02
H 2.10779 -2.74453 5.25148 -0.01 0.03 0.01
H 1.69546 1.71032 5.54010 -0.08 -0.06 -0.04
H 3.31282 1.12660 5.37234 0.02 -0.14 -0.11
H 1.26026 -0.25397 7.19910 0.00 -0.01 -0.04
H 2.32794 1.04333 7.71393 -0.01 0.01 -0.02
H 3.01477 -0.48280 7.19607 -0.07 -0.08 -0.01
```
Positions in Å, forces in eV/Å.

Values from the calculation:
highest occupied orbital energy = -8.09 eV
E = -2256.22306 hartree
2S+1 = 1
total charge = 0

Atomic partial charges in e from the Mulliken method, atoms 1 to 4: number 1, C, carries -0.84; number 2, C, carries -0.68; number 3, S, carries 0.18; number 4, C, carries -0.93


2.
The following is a DFT calculation (the ωB97M-V functional and the def2-TZVPD basis) of a 14-piece molecular cluster, C29H17BrCl52N2 overall in a non-equilibrium geometry.

Geometry as XYZ:
```
101
Properties=species:S:1:pos:R:3:forces:R:3
C -3.27809 -6.47088 1.29494 0.24 0.26 -0.60
C -4.05258 -5.60997 0.99689 -0.35 0.04 0.18
C -4.83835 -4.40466 0.71043 0.34 -1.10 0.77
N -3.83457 -3.35253 0.38042 0.43 -0.67 -0.48
C -3.57595 -2.32654 1.18839 0.00 0.55 0.72
C -2.60358 -1.38963 0.89854 0.20 -0.20 -0.24
C -1.85956 -1.56321 -0.25944 0.31 -0.12 -0.51
C -0.74151 -0.66182 -0.65911 -0.35 -0.06 0.04
C 0.18140 -0.18627 0.27517 -0.93 0.18 -1.35
C 1.18817 0.63681 -0.19311 0.22 0.16 1.03
N 1.33118 0.95913 -1.47725 -0.52 -0.06 -0.20
C 2.42224 1.85552 -1.93632 0.31 0.70 -0.10
C 3.79111 1.17461 -1.98595 0.26 -0.68 0.16
C 3.74449 -0.29921 -2.44574 0.25 0.26 0.31
Br 5.35403 -0.80927 -3.42045 -0.32 0.13 0.14
C 0.44451 0.49155 -2.36998 -0.27 -0.10 -0.71
C -0.60474 -0.31422 -2.01054 0.37 -0.03 0.57
C -2.14238 -2.64088 -1.10508 0.10 0.08 0.33
C -3.13596 -3.52530 -0.77561 0.86 0.09 0.54
H -2.37161 -6.99284 1.50003 -0.49 -0.79 -0.08
H -5.41309 -4.12359 1.59488 0.08 0.28 -0.15
H -5.52123 -4.59341 -0.11553 0.09 0.35 -0.09
H -4.13850 -2.23704 2.11176 -0.15 -0.23 -0.20
H -2.41983 -0.55414 1.56302 -0.15 -0.12 0.06
H 0.08037 -0.45173 1.31572 0.05 0.19 0.01
H 1.89539 1.03252 0.52331 0.13 0.25 -0.36
H 2.11316 2.25741 -2.90293 0.03 -0.27 -0.01
H 2.43513 2.71956 -1.26490 0.05 -0.17 0.02
H 4.48001 1.72007 -2.63416 -0.36 0.28 0.04
H 4.24116 1.19446 -0.98791 -0.01 0.08 -0.10
H 2.88817 -0.51656 -3.08529 0.18 -0.09 -0.03
H 3.74401 -0.93928 -1.56205 -0.27 -0.15 -0.24
H 0.55544 0.77404 -3.41052 0.28 0.14 0.17
H -1.27523 -0.65906 -2.78709 -0.07 0.05 0.16
H -1.57266 -2.80590 -2.01057 -0.05 -0.06 0.07
H -3.33789 -4.36854 -1.42181 -0.21 -0.16 0.41
C 5.00659 5.26746 -1.40860 0.07 -0.06 0.06
Cl 3.89039 5.26191 -0.03521 -0.01 0.07 0.09
Cl 6.23382 4.01657 -1.16287 -0.03 -0.01 -0.03
Cl 4.07524 4.89917 -2.87018 0.02 0.04 -0.18
Cl 5.78140 6.83696 -1.57088 -0.12 -0.11 0.03
C 3.79620 -1.03691 2.87570 0.28 0.10 0.22
Cl 5.17613 -1.06465 1.77596 -0.06 0.06 -0.02
Cl 2.29330 -0.96972 1.90278 0.67 -0.09 0.71
Cl 3.79124 -2.49122 3.86762 0.17 0.38 0.47
Cl 3.87539 0.39053 3.90250 -0.05 -0.06 -0.09
C -6.38298 -2.15049 -2.90174 -0.45 0.17 -0.26
Cl -5.41255 -1.83726 -4.34179 0.07 -0.05 0.13
Cl -7.35910 -0.73676 -2.52005 0.11 -0.07 0.05
Cl -7.42032 -3.54391 -3.17244 0.05 0.14 0.08
Cl -5.28327 -2.48885 -1.52162 -1.46 0.94 -1.33
C -0.34160 -4.65417 4.07216 0.07 -0.13 0.23
Cl -1.23543 -4.39760 5.56894 0.02 0.03 -0.08
Cl 0.98375 -5.78069 4.35301 -0.07 0.15 -0.13
Cl -1.44578 -5.32397 2.84745 0.50 0.64 0.56
Cl 0.30336 -3.10443 3.49471 -0.10 -0.07 -0.06
C -5.61384 -7.65973 -2.92787 -0.05 -0.36 -0.08
Cl -4.44295 -8.81063 -2.28605 -0.02 0.09 0.00
Cl -5.65726 -7.76349 -4.68363 0.02 0.07 0.09
Cl -7.21090 -7.99701 -2.26599 0.07 0.08 0.00
Cl -5.13015 -6.00591 -2.45495 0.06 0.07 -0.04
C 1.99910 6.07854 -6.55798 -0.03 0.24 -0.10
Cl 0.35094 6.65123 -6.29582 0.13 -0.07 0.00
Cl 2.21418 4.50874 -5.74516 0.01 -0.12 0.01
Cl 2.29253 5.88340 -8.28411 -0.01 -0.04 0.09
Cl 3.14538 7.24047 -5.88817 -0.03 -0.08 0.02
C -2.66388 9.40351 -7.18687 -0.01 0.12 -0.08
Cl -1.23173 9.43030 -8.22012 -0.04 -0.02 0.04
Cl -4.11613 9.45234 -8.18677 0.05 -0.03 0.05
Cl -2.66678 7.91290 -6.22151 -0.09 0.01 0.02
Cl -2.64007 10.79814 -6.10590 0.01 -0.06 -0.02
C 0.50914 6.33785 2.60371 -0.12 0.18 -0.03
Cl 1.03384 7.90088 3.21733 -0.01 -0.12 -0.02
Cl 0.15976 6.46630 0.87268 0.05 -0.04 0.02
Cl 1.79250 5.13860 2.85576 0.09 -0.09 -0.02
Cl -0.93499 5.80435 3.46474 -0.12 0.27 -0.36
C 2.36144 -4.52918 0.06779 0.39 -0.40 0.08
Cl 1.22424 -3.27340 -0.49390 -0.08 0.07 -0.09
Cl 3.48811 -4.91621 -1.22864 -0.10 0.07 -0.03
Cl 3.25115 -3.91672 1.46244 -0.26 -0.71 -0.59
Cl 1.45999 -5.97229 0.52647 -0.15 0.18 -0.08
C -0.96989 3.61676 7.20787 0.09 0.03 0.14
Cl 0.09793 4.24310 5.94468 0.10 -0.25 0.35
Cl -2.10909 4.87681 7.68715 0.01 -0.06 -0.06
Cl -1.85918 2.22196 6.57386 0.03 -0.04 -0.01
Cl -0.01600 3.11685 8.60604 -0.04 0.02 -0.07
C 3.66823 -8.91708 2.13040 0.14 -0.09 0.03
Cl 2.71395 -8.70803 3.60682 0.00 -0.03 -0.03
Cl 4.95039 -10.08931 2.41626 -0.08 0.03 0.00
Cl 2.61660 -9.49415 0.83014 0.02 0.08 0.02
Cl 4.39322 -7.36508 1.67755 0.05 -0.05 0.02
C -5.21126 2.84063 4.22530 -0.09 0.28 0.13
Cl -5.28403 3.00002 5.97714 -0.04 -0.03 -0.12
Cl -6.75060 3.32525 3.51503 0.09 -0.07 0.00
Cl -3.91697 3.86506 3.58648 0.00 -0.08 -0.01
Cl -4.87556 1.14544 3.80554 0.05 -0.12 -0.03
C 7.01936 4.81081 3.09842 0.11 0.06 0.03
Cl 7.50912 3.15560 2.70368 -0.04 0.01 -0.02
Cl 5.26401 4.86219 3.33166 -0.02 0.00 0.04
Cl 7.82364 5.32838 4.57766 -0.05 -0.04 -0.06
Cl 7.46412 5.89067 1.77326 -0.04 -0.03 0.04
```
Positions in Å, forces in eV/Å.

Values from the calculation:
highest occupied orbital energy = -13.61 eV
E = -27727.96777 hartree
2S+1 = 1
total charge = +2

Atomic partial charges in e from the Mulliken method, atoms 1 to 4: number 1, C, carries -0.20; number 2, C, carries -0.35; number 3, C, carries -0.75; number 4, N, carries 0.45


3.
The following is a DFT calculation (the ωB97M-V functional and the def2-TZVPD basis) of an isolated molecule of C2H4Cl2N2O in a non-equilibrium geometry.

Geometry as XYZ:
```
11
Properties=species:S:1:pos:R:3:forces:R:3
C 0.29653 0.51907 0.96561 0.60 1.47 -1.60
C -0.93020 -0.26825 -0.88125 0.68 0.09 1.50
N -0.23283 0.81772 -0.33981 -0.38 -0.65 -3.80
N 1.02071 -0.72623 0.73168 0.04 -1.85 0.61
O 0.16008 -1.60523 0.22305 0.87 2.73 -0.91
Cl -2.43772 -0.60576 -0.11191 -0.31 -0.10 -0.18
Cl 2.41644 -0.32843 -0.47124 -0.32 -0.20 0.41
H 0.71698 1.43255 1.45298 0.55 -1.27 -0.62
H -0.56913 0.26576 1.45379 -1.69 -0.94 2.07
H -0.96463 -0.49870 -1.98570 0.54 0.42 1.51
H 0.52378 0.99749 -1.03721 -0.57 0.31 1.01
```
Positions in Å, forces in eV/Å.

Values from the calculation:
highest occupied orbital energy (spin up / spin down) = -9.28 / -9.28 eV
E = -1183.59395 hartree
2S+1 = 1
energy above the lowest of the compared OMol25 structures with the same formula, charge and spin = 93.4 kcal per mole
total charge = 0

Atomic partial charges in e from the Mulliken method, atoms 1 to 4: number 1, C, carries -0.46; number 2, C, carries 0.13; number 3, N, carries -0.37; number 4, N, carries 0.10


4.
The following is a DFT calculation (the ωB97M-V functional and the def2-TZVPD basis) of a 3-piece molecular cluster, C5H11N3 overall in a non-equilibrium geometry.

Geometry as XYZ:
```
19
Properties=species:S:1:pos:R:3:forces:R:3
C 0.98214 -0.76184 -1.39808 0.21 2.75 0.13
C -0.27906 -0.09987 -0.87401 2.37 -2.13 0.28
C -1.25958 1.24095 0.48943 -3.80 3.71 7.02
C -0.35126 0.78077 1.67398 -1.32 3.92 1.97
C 0.84713 -0.47985 0.10136 -0.47 2.82 1.88
H 1.14766 -2.80533 -0.90208 -1.14 2.63 -4.78
H 1.15377 -2.38686 -3.19473 -1.09 1.86 5.33
H 1.81571 -0.07637 -1.76393 -1.00 -1.16 0.20
H -0.91551 -0.96882 -0.66898 -0.85 0.85 -0.63
H 0.09657 1.74164 -0.93349 -0.45 0.86 0.34
H -2.37584 0.84442 0.87409 2.52 0.19 -2.54
H -1.45450 2.34507 1.00139 0.34 -1.94 -2.24
H -0.97298 0.91489 2.66996 0.77 -0.72 -1.93
H 0.29103 1.79659 1.87319 0.14 -2.83 -0.65
H -0.50227 -1.19131 2.07284 1.89 0.90 -2.13
H 1.61866 0.37281 0.10266 -1.32 -1.09 1.33
N 0.72956 -1.98095 -1.92369 2.09 -8.31 -1.42
N -0.76477 1.21698 -0.80811 -0.40 -0.25 -1.75
N 0.19353 -0.50291 1.60820 1.51 -2.05 -0.41
```
Positions in Å, forces in eV/Å.

Values from the calculation:
highest occupied orbital energy = -7.54 eV
E = -361.01332 hartree
2S+1 = 1
energy above the lowest of the compared OMol25 structures with the same formula, charge and spin = 236.0 kcal per mole
total charge = 0

Atomic partial charges in e from the Mulliken method, atoms 1 to 4: number 1, C, carries 0.12; number 2, C, carries -0.24; number 3, C, carries -0.46; number 4, C, carries -0.69